{
  "formula": "C20H40P2PdSi",
  "method": "wB97M-V/def2-TZVPD",
  "e_above_lowest_kj_mol": 241.4,
  "lumo_ev": [-5.147, -9.048],
  "s2": 6.0148,
  "max_force_ev_per_a": 4.884,
  "charge": 2,
  "e_tot_ev": -51299.48536,
  "spin_multiplicity": 5,
  "e_homo_ev": [-11.359, -14.490],
  "symbols": ["P", "P", "C", "C", "H", "H", "H", "H", "C", "H", "H", "H", "C", "H", "H", "H", "C", "H", "H", "H", "C", "H", "H", "H", "Pd", "C", "C", "C", "C", "C", "C", "C", "C", "C", "H", "H", "H", "H", "H", "H", "H", "H", "H", "H", "H", "H", "H", "H", "H", "C", "Si", "C", "C", "C", "C", "H", "H", "H", "H", "H", "H", "H", "H", "H"],
  "positions_angstrom": [[-3.169956, 1.204253, -1.968383], [-4.476663, -1.855589, -3.032805], [-4.362883, 0.900973, -3.441055], [-5.304037, -0.304507, -3.306338], [-3.724441, 0.840303, -4.344277], [-4.929068, 1.854038, -3.435112], [-6.057079, -0.168031, -2.507648], [-5.821214, -0.442187, -4.267094], [-3.786797, -2.546592, -4.566544], [-2.881801, -3.149600, -4.429249], [-3.574668, -1.789000, -5.329058], [-4.545359, -3.218822, -4.982581], [-5.638046, -3.165112, -2.609916], [-6.069872, -3.533418, -3.547692], [-6.427996, -2.792484, -1.954306], [-5.112139, -3.999779, -2.122626], [-2.459572, 2.672165, -3.172648], [-1.820323, 3.510549, -2.814050], [-3.348428, 3.175126, -3.590866], [-1.900187, 2.151693, -3.961463], [-4.557070, 1.658393, -0.866513], [-4.990276, 0.747580, -0.458101], [-5.321769, 2.192893, -1.431018], [-4.215371, 2.318757, -0.070507], [-1.892020, 2.735963, -1.161250], [-0.310439, -2.463001, -0.539517], [0.137625, -2.150774, -1.782876], [-0.648649, -2.096202, -3.077703], [-1.502576, -0.826150, -3.212660], [-2.345971, -0.666626, -1.987146], [-3.392177, -1.737593, -1.644625], [-2.809584, -2.989825, -1.020413], [-1.703117, -2.537807, -0.013600], [-0.478964, 4.113764, 0.820394], [0.457137, -2.709690, 0.190278], [1.217432, -2.019250, -1.918172], [-1.293723, -2.985946, -3.180492], [0.091524, -2.101952, -3.892422], [-0.838987, 0.040397, -3.315889], [-2.138528, -0.841574, -4.104820], [-1.696885, -0.472560, -1.132160], [-4.011697, -1.312436, -0.832848], [-2.475358, -3.765263, -1.743794], [-3.611688, -3.460755, -0.438688], [-1.932029, -1.570841, 0.496964], [-1.725906, -3.263776, 0.823716], [-0.547195, 4.170085, 1.918626], [-1.352629, 4.615871, 0.380988], [0.454086, 4.582759, 0.469088], [2.028555, 1.105757, 3.473681], [1.924615, 0.875854, 1.628978], [3.520290, 1.513540, 0.897666], [1.912954, -0.990435, 1.337848], [0.420825, 1.746197, 0.889454], [-0.381635, 2.654568, 0.462170], [3.058336, 1.319842, 3.775851], [1.702982, 0.215252, 4.021307], [1.401867, 1.944811, 3.780164], [4.280408, 1.641564, 1.674861], [3.946246, 0.868324, 0.124717], [3.342577, 2.496394, 0.448856], [1.008173, -1.454521, 1.771225], [1.948650, -1.233257, 0.262385], [2.793340, -1.441178, 1.824501]],
  "forces_ev_per_a": [[-2.16, -4.11, -1.50], [-0.52, -2.37, -0.35], [0.82, 0.72, 0.00], [-0.13, 0.50, -0.18], [-0.66, -0.02, 0.27], [0.06, -0.79, -0.56], [0.30, -0.07, -0.38], [-0.20, 0.13, 0.27], [0.16, 0.12, -0.55], [-0.22, 0.25, 0.21], [-0.01, -0.07, 0.22], [0.08, 0.21, 0.09], [-0.45, 0.10, -0.10], [-0.16, 0.05, 0.37], [0.03, -0.17, 0.01], [-0.10, 0.34, -0.17], [-0.82, 1.35, -2.64], [0.46, 0.64, -0.44], [0.45, -0.30, 0.06], [-0.20, 0.03, 0.36], [-0.42, 0.09, 0.12], [-0.08, 0.04, 0.32], [-0.09, -0.03, 0.08], [-0.08, -0.18, 0.33], [3.10, 1.36, 2.95], [0.99, 0.16, -1.39], [-0.23, -0.70, 1.01], [0.25, 0.20, -0.26], [0.02, 0.01, -0.23], [-0.84, 1.88, 1.05], [0.75, 1.38, 0.17], [0.13, -0.47, 0.58], [-0.42, -1.23, 0.54], [0.32, -0.53, 1.07], [-0.21, 0.39, -0.09], [-0.35, -0.30, 0.18], [0.49, 0.35, 0.00], [-0.42, -0.19, 0.11], [-0.01, -0.07, 0.05], [0.39, -0.06, -0.05], [-0.02, -0.38, -0.10], [-0.10, -0.01, -0.33], [0.09, 0.63, 0.52], [0.17, -0.01, -0.10], [-0.19, -0.56, -0.45], [0.14, 0.26, -0.44], [-0.07, 0.35, -0.30], [0.25, 0.21, 0.01], [-0.33, 0.12, -0.10], [-0.44, 0.21, 0.23], [0.89, -0.74, 0.46], [-0.12, 0.58, -0.53], [-0.59, -0.04, -0.33], [1.88, -2.40, 0.66], [-1.61, 2.44, -1.04], [-0.14, -0.01, -0.11], [-0.04, 0.15, -0.09], [0.08, 0.01, 0.26], [-0.22, -0.06, -0.03], [-0.18, 0.02, 0.04], [0.27, -0.02, -0.02], [0.44, 0.16, -0.12], [0.06, 0.10, 0.47], [-0.23, 0.33, -0.09]],
  "mulliken_charge": [1.2025, 1.1215, -1.4427, -1.1017, 0.5976, 0.7899, 0.4534, 0.4921, -1.4719, 0.3195, 0.4895, 0.4683, -1.3706, 0.5055, 0.4159, 0.4406, -1.2160, 0.3454, 0.4885, 0.4520, -1.3230, 0.3818, 0.3767, 0.7128, -0.8707, -0.5198, -1.0473, -0.5053, -1.0192, -0.8282, 0.6284, -1.1574, -1.4460, -0.8554, 1.2467, 0.4463, 0.0039, 0.5466, 0.6439, 0.1641, 0.7512, 0.2718, 0.3546, 0.8186, 0.2801, 0.5719, 0.3236, 0.4335, 0.3439, -1.0946, 0.3443, -1.0985, -0.8130, -0.6735, 0.8573, 0.3389, 0.3138, 0.3299, 0.3420, 0.3139, 0.3274, 0.3127, 0.1139, 0.3779]
}